Entry 1:
{"formula": "C54H43BrN6O2P2S2Sn", "method": "the ωB97M-V functional and the def2-TZVPD basis", "species": ["Sn", "O", "P", "C", "P", "O", "C", "C", "C", "C", "C", "C", "C", "C", "C", "C", "C", "C", "C", "C", "C", "C", "C", "C", "C", "C", "C", "C", "C", "C", "H", "H", "H", "H", "H", "H", "H", "H", "H", "H", "H", "H", "H", "H", "H", "H", "H", "H", "H", "H", "H", "H", "S", "C", "C", "C", "C", "C", "C", "N", "C", "C", "C", "C", "C", "C", "C", "C", "N", "C", "C", "C", "C", "C", "S", "C", "H", "H", "H", "H", "H", "H", "H", "H", "H", "H", "H", "H", "N", "C", "C", "N", "C", "C", "N", "H", "H", "H", "H", "H", "Br", "C", "C", "C", "C", "C", "N", "H", "H", "H", "H"], "coordinates": [[0.0617, -0.4841, -0.8688], [-0.5307, 1.9126, -1.1900], [-0.9365, 3.0768, -0.3397], [0.1499, 3.1974, 1.1404], [-0.2412, 1.7254, 2.1940], [-0.6425, 0.5611, 1.3410], [1.2680, 1.3081, 3.1171], [1.5469, -0.0512, 3.2199], [2.6160, -0.4900, 3.9819], [3.4090, 0.4338, 4.6462], [3.1406, 1.7898, 4.5348], [2.0683, 2.2343, 3.7762], [-1.5328, 2.1697, 3.3761], [-2.6541, 1.3575, 3.5150], [-3.5986, 1.6599, 4.4787], [-3.4161, 2.7531, 5.3174], [-2.2909, 3.5547, 5.1876], [-1.3445, 3.2609, 4.2255], [-2.6125, 2.9462, 0.3089], [-3.1176, 4.0005, 1.0697], [-4.3722, 3.8872, 1.6376], [-5.1208, 2.7392, 1.4284], [-4.6228, 1.6988, 0.6545], [-3.3693, 1.8056, 0.0812], [-0.8131, 4.6021, -1.3203], [0.0629, 5.6393, -1.0391], [0.1569, 6.6993, -1.9312], [-0.6373, 6.7260, -3.0667], [-1.5144, 5.6894, -3.3438], [-1.6151, 4.6292, -2.4590], [-0.0327, 4.1216, 1.6861], [1.1925, 3.1514, 0.8131], [0.9046, -0.7572, 2.7064], [2.8140, -1.5469, 4.0802], [4.2310, 0.0944, 5.2590], [3.7643, 2.5001, 5.0569], [1.8708, 3.2925, 3.7088], [-2.7747, 0.5031, 2.8647], [-4.4693, 1.0342, 4.5958], [-4.1366, 2.9593, 6.0940], [-2.1417, 4.3872, 5.8543], [-0.4514, 3.8619, 4.1428], [-2.5372, 4.9029, 1.1967], [-4.7732, 4.6991, 2.2227], [-6.1114, 2.6650, 1.8465], [-5.2191, 0.8160, 0.4888], [-2.9580, 1.0077, -0.5330], [0.6796, 5.6287, -0.1518], [0.8574, 7.4973, -1.7341], [-0.5948, 7.5788, -3.7278], [-2.1265, 5.7063, -4.2344], [-2.3088, 3.8193, -2.6440], [-4.4479, -3.0877, 2.2653], [-5.5258, -4.0782, 3.1134], [-5.1666, -5.4145, 3.0866], [-3.9985, -5.6393, 2.3684], [-3.4405, -4.4741, 1.8461], [-2.2260, -4.3392, 1.1101], [-1.7665, -3.0788, 0.6363], [-0.6433, -2.8987, -0.0097], [0.1599, -3.9602, -0.2642], [-0.2199, -5.2745, 0.1333], [0.6224, -6.3863, -0.1732], [1.7819, -6.2086, -0.8439], [2.2037, -4.9054, -1.2501], [3.3917, -4.7114, -1.9521], [3.7778, -3.4238, -2.3322], [2.9225, -2.3642, -1.9242], [1.7982, -2.5214, -1.2774], [1.3985, -3.7714, -0.9420], [4.9549, -3.1688, -3.0966], [5.8642, -4.0821, -3.6221], [6.9001, -3.4833, -4.3304], [6.7964, -2.1021, -4.3594], [5.4401, -1.5264, -3.5291], [-1.4158, -5.4419, 0.8252], [-6.3833, -3.6552, 3.6032], [-5.7329, -6.1874, 3.5748], [-3.5756, -6.6173, 2.2329], [-2.3610, -2.1858, 0.8122], [0.3106, -7.3708, 0.1417], [2.4154, -7.0496, -1.0774], [4.0023, -5.5664, -2.1916], [3.1940, -1.3445, -2.1657], [5.7819, -5.1475, -3.5026], [7.7022, -4.0192, -4.8051], [7.4685, -1.4146, -4.8396], [-1.6977, -6.4325, 1.1415], [4.8241, 3.4223, -2.6579], [4.3203, 2.5570, -1.7887], [3.1380, 1.7823, -2.0359], [2.6975, 0.9325, -1.1462], [3.3406, 0.7731, 0.0076], [4.4801, 1.5323, 0.2665], [4.9225, 2.3897, -0.6140], [4.4345, 3.5407, -3.5782], [5.6482, 3.9507, -2.4086], [2.5925, 1.8712, -2.9644], [2.9589, 0.0279, 0.6969], [5.0351, 1.4455, 1.1886], [0.8149, -0.5071, -4.0490], [-0.9206, -1.2659, -4.0850], [-1.4832, -1.6737, -5.2802], [-2.7653, -2.2045, -5.2369], [-3.4147, -2.2895, -4.0107], [-2.7522, -1.8537, -2.8746], [-1.5149, -1.3544, -2.9040], [-0.9397, -1.5792, -6.2079], [-3.2479, -2.5405, -6.1441], [-4.4140, -2.6868, -3.9446], [-3.2169, -1.8921, -1.8961]], "mol_weight_g_mol": 1132.68, "charge": 4, "relative_energy_kj_mol": 199.6, "largest_force_ev_per_a": 2.293}

***

Entry 2:
{"formula": "C5H10BNO3", "method": "the ωB97M-V functional and the def2-TZVPD basis", "species": ["C", "C", "C", "B", "O", "O", "H", "H", "H", "H", "H", "H", "H", "C", "C", "N", "O", "H", "H", "H"], "coordinates": [[1.5286, -0.4919, 0.8945], [1.0867, -0.9981, -0.2837], [1.9303, -0.9029, -1.5871], [-0.4391, -1.4450, -0.3624], [-1.0164, -1.3443, -1.5726], [-1.1007, -2.0005, 0.6925], [0.7801, -0.5072, 1.7244], [2.4866, -0.0994, 1.0914], [2.8449, -1.4905, -1.4743], [2.1493, 0.0947, -1.6056], [1.3884, -1.4119, -2.4041], [-1.8874, -1.6944, -1.6358], [-1.9729, -2.1871, 0.8665], [-1.7144, 1.5953, 1.4794], [-2.6492, 0.7596, 0.8420], [-3.0782, -0.0763, 0.1757], [-3.7810, -0.9325, -0.2991], [-0.7661, 0.9531, 1.3800], [-2.0277, 1.4296, 2.5840], [-1.6817, 2.5316, 1.0444]], "mol_weight_g_mol": 142.95, "smiles": "C=C(C)B(O)O.CC#[N+][O-]", "charge": 0, "relative_energy_kj_mol": 338.6, "largest_force_ev_per_a": 5.107}

***

Entry 3:
{"formula": "C18H27F4O16", "method": "the ωB97M-V functional and the def2-TZVPD basis", "species": ["O", "H", "C", "C", "O", "C", "O", "O", "F", "H", "H", "H", "C", "C", "O", "C", "O", "O", "F", "H", "H", "H", "C", "C", "O", "C", "O", "O", "F", "H", "H", "H", "C", "C", "O", "C", "O", "O", "F", "H", "H", "H", "C", "O", "C", "C", "O", "C", "C", "O", "C", "H", "H", "H", "H", "H", "H", "H", "H", "H", "H", "H", "H", "H", "H"], "coordinates": [[1.3887, 0.1713, -0.1148], [0.6727, 0.0123, 0.4472], [1.8927, 1.3953, -3.3188], [2.8607, 0.1563, -3.1198], [4.1227, 0.7813, -3.3468], [3.9757, 2.1123, -3.4718], [4.8827, 2.8843, -3.6458], [2.7297, 2.5123, -3.3728], [2.5737, -0.6997, -4.1168], [1.2757, 1.5813, -2.4998], [1.0947, 1.6033, -4.0338], [3.0527, -0.2737, -2.2398], [0.9567, 1.5293, 3.1822], [1.7607, 0.2473, 3.2472], [0.7967, -0.5037, 4.0222], [-0.3453, 0.1213, 4.2332], [-1.1903, -0.2347, 4.9602], [-0.2233, 1.2903, 3.8432], [2.9317, 0.5263, 4.0762], [0.6667, 1.6933, 2.0182], [1.3947, 2.3603, 3.5872], [1.8617, -0.0327, 2.3272], [0.4017, -3.1257, -0.7378], [0.2297, -2.2657, -1.9228], [-1.0213, -2.7887, -2.4588], [-1.5223, -3.7747, -1.8038], [-2.4253, -4.4847, -2.0038], [-0.6753, -4.1007, -0.7738], [1.2427, -2.4017, -2.8258], [0.5157, -2.7047, 0.3232], [1.2467, -3.5617, -0.8808], [-0.1113, -1.2547, -1.5928], [3.4177, 3.0273, -0.2098], [4.3267, 1.8263, 0.0532], [4.6127, 1.9953, 1.4212], [4.1017, 3.1103, 1.9252], [4.1947, 3.5193, 3.1312], [3.6077, 3.8773, 0.8942], [5.4437, 1.8363, -0.7478], [2.2877, 2.6553, -0.2458], [3.7597, 3.5363, -1.1388], [3.7567, 1.0233, -0.2868], [-5.5353, -2.7097, 1.8222], [-4.6563, -2.9757, 0.8042], [-3.2643, -3.0147, 1.1742], [-2.5823, -1.6457, 1.4632], [-2.7253, -0.8947, 0.4862], [-2.0943, 0.3383, 0.5962], [-2.1323, 1.1863, -0.6328], [-3.4373, 1.2523, -1.1078], [-3.6163, 1.7263, -2.4738], [-5.8983, -3.5507, 2.2852], [-6.4603, -2.3657, 1.5262], [-5.2493, -2.1357, 2.5612], [-2.8863, -3.4067, 0.2642], [-3.0273, -3.6057, 1.9682], [-1.5673, -2.0407, 1.6592], [-3.1813, -1.2977, 2.4952], [-1.1403, 0.1243, 0.9722], [-2.7013, 0.9483, 1.2252], [-1.5593, 0.7943, -1.2988], [-1.8533, 2.2103, -0.3028], [-3.1153, 1.1033, -3.0758], [-3.1503, 2.7303, -2.6868], [-4.6863, 2.0523, -2.5058]], "mol_weight_g_mol": 575.39, "charge": -1, "relative_energy_kj_mol": 5.0, "largest_force_ev_per_a": 9.676}

***

Entry 4:
{"formula": "C7H12N2", "method": "the ωB97M-V functional and the def2-TZVPD basis", "species": ["C", "C", "C", "C", "C", "C", "C", "H", "H", "H", "H", "H", "H", "H", "H", "H", "H", "H", "H", "N", "N"], "coordinates": [[1.7484, -0.2044, -1.7581], [0.7422, 0.2399, -0.7024], [-0.7534, -0.0884, -1.0216], [-0.3191, -1.4539, -0.4427], [-0.1543, -0.2415, 1.4644], [-0.4967, 0.7502, 2.5606], [-0.8929, 0.9794, 1.1030], [1.4708, -1.1200, -2.2711], [2.7644, -0.3375, -1.3413], [1.8529, 0.4965, -2.5851], [1.0077, 1.2450, -0.3927], [-1.1061, 0.0091, -2.0503], [-1.1231, -2.0194, 0.1011], [0.2199, -2.0821, -1.1630], [-0.8488, -1.0717, 1.6530], [0.2571, 1.4871, 2.8461], [-1.1163, 0.3842, 3.3341], [-0.1933, 1.7773, 0.8401], [-2.1208, 1.4211, -0.5066], [0.7437, -0.7696, 0.4168], [-1.6825, 0.5986, -0.0842]], "mol_weight_g_mol": 124.19, "charge": 0, "relative_energy_kj_mol": 460.9, "largest_force_ev_per_a": 1.733}

***

charge of number 2 (C5H10BNO3)? 0

***

The lowest charge belongs to which entry? C18H27F4O16

***

What is the charge in the fourth record? 0

***

Number 2 is which compound? C5H10BNO3